1.
{"formula": "C34H32BrN3PdSeTe", "method": "wB97M-V/def2-TZVPD", "symbols": ["Pd", "C", "C", "C", "C", "C", "Br", "N", "C", "H", "H", "H", "H", "H", "H", "C", "Te", "C", "C", "C", "C", "C", "C", "C", "H", "H", "H", "H", "H", "H", "H", "H", "C", "C", "C", "C", "C", "C", "C", "C", "C", "C", "C", "C", "C", "C", "C", "H", "H", "H", "H", "H", "H", "H", "H", "H", "H", "C", "N", "C", "C", "N", "C", "C", "Se", "H", "H", "H", "H", "H", "H", "H", "H"], "coordinates": [[-2.93533, -0.91301, 0.91044], [-1.49076, -4.93951, -1.77451], [-2.74487, -4.16096, -1.49918], [-3.99839, -4.75598, -1.44277], [-5.12139, -3.99131, -1.18228], [-4.93387, -2.64151, -0.93518], [-6.45413, -1.55624, -0.63146], [-3.75557, -2.05459, -0.94018], [-2.68808, -2.79801, -1.25496], [-1.63845, -5.66415, -2.57756], [-1.16827, -5.48505, -0.88464], [-0.67822, -4.27160, -2.06049], [-4.10133, -5.82328, -1.61009], [-6.11163, -4.41954, -1.14280], [-1.75418, -2.24517, -1.29121], [1.13597, 1.34661, 1.54628], [-0.40648, 2.63098, 0.82124], [0.86186, 4.08682, 1.87011], [2.25901, 3.55040, 1.71169], [3.39819, 4.34616, 1.69194], [4.65204, 3.78046, 1.48584], [4.77086, 2.41187, 1.29268], [3.64002, 1.60488, 1.31644], [2.38806, 2.16693, 1.53475], [1.19759, 0.47036, 0.91038], [0.87012, 1.04433, 2.56135], [0.57133, 4.12199, 2.92329], [0.76470, 5.09037, 1.45443], [3.30155, 5.42005, 1.81515], [5.53218, 4.41316, 1.45253], [5.74116, 1.97075, 1.09562], [3.72108, 0.54026, 1.12313], [-1.40057, -0.10649, -0.23513], [-0.42267, 0.01080, -0.97567], [0.71809, 0.16287, -1.82595], [0.56590, 0.94567, -3.02930], [-0.55889, 1.79441, -3.19541], [-0.75604, 2.54033, -4.33986], [0.13946, 2.48677, -5.40775], [1.22850, 1.63108, -5.29004], [1.43743, 0.87977, -4.14507], [1.92800, -0.49405, -1.41792], [3.23649, -0.12572, -1.83527], [4.37017, -0.75932, -1.35997], [4.29828, -1.80035, -0.43639], [3.02799, -2.17559, 0.00428], [1.88927, -1.55095, -0.46348], [-1.27757, 1.84519, -2.38773], [-1.63028, 3.18139, -4.40154], [-0.01728, 3.07729, -6.30298], [1.92890, 1.53202, -6.11477], [2.27098, 0.19161, -4.13092], [3.36406, 0.72389, -2.49108], [5.34028, -0.40864, -1.70111], [5.19124, -2.29142, -0.06880], [2.92247, -2.97659, 0.73057], [0.91678, -1.86304, -0.09916], [-0.47544, -1.82213, 2.92108], [-1.22400, -0.63694, 3.27462], [-0.97360, 0.19892, 4.34439], [-1.91807, 1.16184, 4.31506], [-2.72093, 0.89684, 3.22615], [-3.88926, 1.63811, 2.80828], [-2.31124, -0.21964, 2.59009], [-4.36618, -2.07404, 2.53653], [0.10875, -2.14129, 3.78455], [0.18543, -1.61642, 2.07798], [-1.19247, -2.59846, 2.65251], [-0.15411, 0.03420, 5.02117], [-2.08164, 2.00614, 4.96012], [-4.10690, 2.40285, 3.55433], [-4.71955, 0.93486, 2.72050], [-3.69656, 2.10770, 1.84311]], "lowdin_charge": [0.44, -0.05, -0.25, -0.04, -0.12, -0.81, 0.66, -0.03, -0.10, 0.07, 0.08, 0.08, 0.11, 0.09, 0.08, -0.40, 1.29, -0.45, -0.31, -0.07, -0.12, -0.10, -0.03, -0.27, 0.02, 0.05, 0.04, 0.03, 0.10, 0.08, 0.09, 0.10, -0.22, -0.31, -0.23, -0.18, -0.06, -0.13, -0.16, -0.14, -0.07, -0.20, -0.07, -0.15, -0.17, -0.14, -0.08, 0.08, 0.09, 0.07, 0.08, 0.08, 0.09, 0.09, 0.07, 0.09, 0.08, -0.04, -0.13, -0.09, -0.08, -0.15, -0.07, -0.50, -0.32, 0.08, 0.07, 0.05, 0.11, 0.11, 0.08, 0.04, 0.06], "total_energy_ha": -6850.370587, "relative_energy_ev": 2.1098, "total_charge": -2, "homo_energy_ev": 0.0, "e_lumo_ev": 4.052, "homo_lumo_gap_ev": 4.05, "max_force_ev_per_a": 0.3, "molar_mass_g_mol": 875.5}

2.
{"formula": "C34H32ClN4O5PV", "method": "wB97M-V/def2-TZVPD", "symbols": ["V", "C", "C", "O", "C", "C", "C", "N", "N", "C", "O", "C", "C", "C", "C", "C", "C", "H", "H", "H", "H", "H", "H", "H", "H", "H", "H", "H", "H", "N", "C", "C", "O", "N", "C", "C", "O", "O", "H", "H", "H", "H", "H", "H", "Cl", "C", "C", "C", "C", "C", "C", "P", "C", "C", "C", "C", "C", "C", "C", "C", "C", "C", "C", "C", "H", "H", "H", "H", "H", "H", "H", "H", "H", "H", "H", "H", "H", "H"], "coordinates": [[1.33334, 0.33688, 0.70264], [3.82079, 0.43919, -2.78119], [3.07143, -0.20290, -1.65538], [2.26698, 0.56564, -0.99843], [3.22109, -1.53891, -1.38735], [2.42447, -2.25574, -0.46400], [2.67583, -3.72547, -0.31676], [1.49474, -1.66682, 0.25831], [0.79201, -2.53822, 1.09179], [0.09168, -1.84182, 1.91126], [0.10462, -0.52349, 1.84702], [-0.74502, -2.48585, 2.94153], [-0.92394, -3.86730, 2.94834], [-1.71587, -4.45420, 3.91908], [-2.33300, -3.67047, 4.88754], [-2.15687, -2.29502, 4.88132], [-1.36661, -1.70175, 3.90733], [4.61082, 1.07750, -2.37964], [3.15123, 1.08055, -3.35555], [4.26644, -0.30884, -3.43166], [3.92950, -2.09963, -1.97785], [3.37557, -4.06965, -1.07444], [1.74617, -4.28439, -0.37688], [3.09516, -3.91284, 0.67371], [-0.43490, -4.46228, 2.18920], [-1.85336, -5.52785, 3.92461], [-2.94935, -4.13387, 5.64720], [-2.63291, -1.68275, 5.63602], [-1.22050, -0.63022, 3.88749], [0.03001, 1.66192, -0.36514], [-0.62712, 2.60538, 0.54833], [0.28711, 2.86405, 1.72979], [0.12621, 3.81324, 2.47525], [1.23386, 1.90092, 1.85109], [2.08493, 1.92321, 3.02038], [3.19167, 0.92098, 2.75186], [4.17659, 0.78946, 3.42546], [2.93083, 0.20665, 1.65936], [0.64767, 2.12983, -1.02028], [-0.60789, 1.09941, -0.93612], [-1.53515, 2.14644, 0.94008], [-0.89077, 3.54293, 0.06095], [1.53704, 1.58034, 3.90530], [2.49611, 2.90630, 3.24344], [-2.54472, -0.49051, 0.30319], [-3.74117, -0.88460, -0.89683], [-4.99530, -1.26853, -0.44645], [-5.96360, -1.62824, -1.36833], [-5.67090, -1.60533, -2.72580], [-4.41229, -1.21918, -3.15559], [-3.41892, -0.84612, -2.24939], [-1.74011, -0.30278, -2.76635], [-0.85072, -1.89474, -2.89583], [0.40198, -1.89283, -3.50552], [1.12593, -3.06656, -3.63184], [0.61638, -4.25474, -3.12419], [-0.61240, -4.25801, -2.48139], [-1.34609, -3.08422, -2.37046], [-2.01319, 0.11258, -4.52422], [-2.30581, 1.44444, -4.81154], [-2.58413, 1.84291, -6.11055], [-2.55539, 0.91276, -7.13994], [-2.25033, -0.41372, -6.86610], [-1.98438, -0.81357, -5.56455], [-5.19871, -1.28831, 0.61517], [-6.94453, -1.92708, -1.02340], [-6.42300, -1.88848, -3.45002], [-4.19636, -1.19748, -4.21580], [0.80595, -0.96570, -3.90072], [2.09147, -3.05464, -4.12192], [1.18332, -5.17221, -3.21809], [-1.00734, -5.17716, -2.06798], [-2.30968, -3.10445, -1.87714], [-2.31494, 2.17493, -4.00989], [-2.81459, 2.87927, -6.32041], [-2.76543, 1.22191, -8.15562], [-2.22132, -1.14018, -7.66808], [-1.74713, -1.85105, -5.35669]], "lowdin_charge": [1.09, 0.00, -0.41, -0.14, -0.01, -0.28, -0.02, -0.03, 0.12, -0.43, -0.18, -0.15, -0.03, -0.08, -0.09, -0.08, -0.02, 0.10, 0.09, 0.08, 0.11, 0.08, 0.07, 0.10, 0.11, 0.10, 0.10, 0.10, 0.11, -0.03, -0.12, -0.52, 0.06, -0.08, -0.09, -0.55, 0.10, -0.11, 0.11, -0.01, 0.10, 0.13, 0.14, 0.14, 0.78, -0.64, -0.10, -0.07, -0.07, -0.07, -0.39, 1.09, -0.38, -0.11, -0.09, -0.09, -0.08, -0.07, -0.40, -0.10, -0.08, -0.08, -0.08, -0.10, 0.11, 0.11, 0.11, 0.10, 0.11, 0.11, 0.11, 0.11, 0.10, 0.10, 0.10, 0.10, 0.11, 0.11], "total_energy_ha": -3655.766578, "relative_energy_ev": 0.2456, "total_charge": 0, "spin_multiplicity": 2, "homo_energy_ev": [-8.1, -8.1], "e_lumo_ev": [-0.783, -0.325], "homo_lumo_gap_ev": [7.29, 7.78], "max_force_ev_per_a": 0.9, "molar_mass_g_mol": 694.0}